# 1
This record from the Open Molecules 2025 dataset describes a cluster of 2 separate species, C16H24ClI2N2O3 in total at a distorted geometry. The level of theory is ωB97M-V with the def2-TZVPD basis set.

Geometry as XYZ:
```
48
Properties=species:S:1:pos:R:3
C 1.40478 0.84344 2.39569
C 0.82325 0.78383 0.96852
C -0.52006 0.47423 0.49557
C -1.69923 0.13548 1.46246
C -2.60467 1.36728 1.87020
C -3.03920 2.29152 0.66556
I -1.76425 2.64303 3.40806
N -0.58612 0.49287 -0.93450
C -1.81350 0.17152 -1.69580
C -1.99302 0.95319 -3.04796
C -2.18490 2.52243 -2.86629
I -3.90771 0.24220 -3.86977
C 0.68698 0.80740 -1.33171
Cl 1.26530 0.94621 -2.99376
N 1.51932 0.98503 -0.26047
C 2.96240 1.29099 -0.27847
C 3.17839 2.71541 0.35646
O 3.86335 2.89148 1.33215
H 2.49408 1.09513 2.44168
H 1.29059 -0.20538 2.84271
H 0.87199 1.53988 3.09057
H -2.36072 -0.61276 0.94458
H -1.27021 -0.34214 2.38645
H -3.56075 0.94042 2.29322
H -3.90664 1.86546 0.07715
H -3.37696 3.28718 1.07584
H -2.21813 2.51706 -0.06405
H -2.74693 0.30905 -1.08372
H -1.76991 -0.93319 -1.93312
H -1.24331 0.71616 -3.83756
H -2.34734 2.92252 -3.90996
H -1.31676 3.01890 -2.35878
H -3.15210 2.71392 -2.31516
H 3.36521 1.20677 -1.32759
H 3.57160 0.55998 0.33083
H 2.72027 3.62890 -0.13133
O 1.95048 -1.92043 2.16627
C 1.83864 -2.75692 1.30980
O 2.36449 -2.63136 0.06493
C 1.95826 -3.74971 -0.74279
C 1.60346 -4.84284 0.24265
C 1.07529 -4.05246 1.42741
H 1.10299 -3.44589 -1.35324
H 2.77546 -4.04090 -1.40180
H 0.89293 -5.56680 -0.15539
H 2.50601 -5.38431 0.53649
H 0.00662 -3.84512 1.33619
H 1.29029 -4.54865 2.37179
```

HOMO   -12.0858 eV
Electronic energy   -54820.53773 eV
Kohn-Sham gap   9.169 eV
Total charge   +1
Strongest force on any atom   3.78 eV Å⁻¹

=====

# 2
This record from the Open Molecules 2025 dataset describes a cluster of 2 separate species, C4H13N in total at a distorted geometry. The level of theory is ωB97M-V with the def2-TZVPD basis set.

Geometry as XYZ:
```
18
Properties=species:S:1:pos:R:3
C 2.34183 0.95548 2.62746
C 1.65815 0.71539 4.08159
H 3.34092 1.60202 2.60664
H 1.58467 1.49705 2.03096
H 2.48282 -0.01627 2.27594
H 1.60819 1.47052 4.86175
H 0.61152 0.60081 3.89448
H 1.83662 -0.19487 4.62054
C -0.42383 -0.71588 -3.22256
N -1.26936 -0.54143 -2.02915
C -2.72017 -0.78330 -2.32146
H -0.52458 -1.81876 -3.45204
H -0.92086 -0.18993 -4.11948
H 0.58890 -0.36079 -3.11324
H -1.14635 0.55946 -1.64966
H -2.82975 -1.80704 -1.80376
H -2.84662 -0.87047 -3.47670
H -3.37209 -0.10198 -1.81132
```

HOMO (alpha / beta)   -13.7733 / -13.7733 eV
Electronic energy   -5838.04217 eV
Kohn-Sham gap (alpha / beta)   9.831 / 5.077 eV
Total charge   +1
2S+1   2
Energy relative to the best compared isomer or geometry (same formula, charge and spin)   143.8 kJ/mol
Strongest force on any atom   6.84 eV Å⁻¹

=====

# 3
This record from the Open Molecules 2025 dataset describes a cluster of 2 separate species, C8H12NP in total at a distorted geometry. The level of theory is ωB97M-V with the def2-TZVPD basis set.

Geometry as XYZ:
```
22
Properties=species:S:1:pos:R:3
C -3.03901 0.69886 -0.33998
C -3.34839 -0.65771 -0.20793
C -1.67567 1.04419 -0.13376
C -2.26662 -1.52797 0.04883
C -0.65758 0.06441 0.02721
C 1.15300 1.92200 -0.20182
C 3.35962 -1.11866 0.32591
C 0.75721 0.43131 0.03763
N -0.99206 -1.21412 0.11511
P 1.88965 -0.90202 -0.81297
H -3.82319 1.52766 -0.58911
H -4.27972 -0.96932 -0.38942
H -1.29231 2.09938 -0.31026
H -2.61045 -2.61338 0.12213
H 0.53865 2.35075 0.60800
H 2.26332 1.94976 -0.10406
H 0.96797 2.17182 -1.25598
H 3.90587 -1.97838 0.00089
H 3.10172 -1.38282 1.28388
H 3.82136 -0.17355 0.56195
H 1.07399 0.22206 1.54856
H 1.15263 -1.94426 -0.33482
```

HOMO   -8.3498 eV
Electronic energy   -19266.28334 eV
Kohn-Sham gap   8.888 eV
Energy relative to the best compared isomer or geometry (same formula, charge and spin)   173.4 kJ/mol
Strongest force on any atom   5.13 eV Å⁻¹